Density functional theory data (ωB97M-V/def2-TZVPD) for a cluster of 3 separate species, C2H9O3 in total.

- LUMO energy (eV) = 4.25
- energy above the lowest of the compared OMol25 structures with the same formula, charge and spin (kcal/mol) = 23.9
- HOMO-LUMO gap (hartree) = 0.2960
- HOMO (eV) = -3.799

The geometry in ORCA input format:
```
! RIJCOSX wB97M-V def2-TZVPD def2/J DEFGRID3
* xyz -1 1
C 1.0915 -0.7582 -0.0793
O 0.3553 -0.6438 -1.3639
C 2.2724 0.1466 -0.0745
H 0.3927 -0.6147 0.7875
H 1.3081 -1.7928 0.0031
H 2.1380 1.2407 -0.2518
H 2.8495 0.2819 0.9586
H 2.9810 -0.0680 -0.9142
H -1.9381 0.4077 1.0643
H -1.5254 0.6454 2.4121
O -1.9065 -0.0704 1.9393
H -2.2789 1.2025 -1.2659
H -0.3169 0.0646 -1.2148
O -1.4229 1.0020 -0.6574
*
```